1.
The following is a quantum chemistry calculation of C44H66BGe2N8RbS3 as an isolated structure, from the OMol25 dataset.

Calculated values
frontier orbital gap (spin up / spin down)	6.3 / 6.8	eV
relative energy (zero: lowest compared OMol25 entry of this formula, charge and spin)	53.13	kJ/mol
<S²>	0.755

ORCA input file:
```
! wB97M-V def2-TZVPD RIJCOSX def2/J DEFGRID3
* xyz 1 2
Rb -0.621 2.575 0.494
C -4.091 -2.704 -1.048
C -2.641 -2.993 -1.267
C -2.135 -4.133 -1.822
C -0.738 -4.331 -2.002
N 0.136 -3.422 -1.634
N -0.373 -2.331 -1.089
B 0.272 -0.993 -0.546
N 1.279 -1.286 0.560
N 2.311 -1.876 -0.101
C 3.371 -2.206 0.556
C 3.456 -1.961 1.958
C 2.437 -1.377 2.624
C 2.513 -1.081 4.086
C 1.251 -0.995 1.881
S -0.025 -0.220 2.656
C 4.516 -2.851 -0.204
C 4.211 -2.908 -1.698
C 4.719 -4.274 0.333
C 5.789 -2.023 0.023
N 0.822 -0.146 -1.733
N 0.263 -0.583 -2.889
C 0.580 -0.021 -4.009
C 1.500 1.065 -4.039
C 2.032 1.543 -2.893
C 2.991 2.688 -2.892
C 1.662 0.913 -1.636
S 2.265 1.500 -0.174
C -0.060 -0.555 -5.280
C -0.982 -1.732 -4.972
C 1.050 -1.021 -6.233
C -0.868 0.572 -5.937
C -1.652 -2.062 -0.900
S -1.630 -0.507 -0.145
C -0.212 -5.614 -2.628
C 1.308 -5.570 -2.760
C -0.612 -6.795 -1.733
C -0.839 -5.786 -4.019
H -4.715 -3.528 -1.388
H -4.385 -1.799 -1.582
H -4.285 -2.532 0.013
H -2.816 -4.914 -2.139
H 4.357 -2.233 2.494
H 3.475 -1.398 4.488
H 1.710 -1.589 4.622
H 2.372 -0.014 4.267
H 3.289 -3.455 -1.899
H 5.037 -3.404 -2.211
H 4.097 -1.905 -2.115
H 3.830 -4.885 0.161
H 4.933 -4.280 1.404
H 5.562 -4.747 -0.175
H 5.640 -0.987 -0.290
H 6.610 -2.442 -0.562
H 6.099 -2.022 1.069
H 1.768 1.516 -4.986
H 3.169 3.035 -3.908
H 3.936 2.391 -2.436
H 2.613 3.510 -2.284
H -0.435 -2.542 -4.487
H -1.408 -2.106 -5.905
H -1.799 -1.440 -4.310
H 1.656 -1.804 -5.772
H 1.713 -0.205 -6.524
H 0.607 -1.426 -7.145
H -1.680 0.902 -5.285
H -1.308 0.219 -6.872
H -0.245 1.437 -6.174
H 1.791 -5.459 -1.789
H 1.633 -4.737 -3.386
H 1.651 -6.500 -3.214
H -0.201 -6.683 -0.728
H -0.225 -7.723 -2.156
H -1.696 -6.898 -1.650
H -0.605 -4.939 -4.666
H -1.925 -5.890 -3.971
H -0.445 -6.688 -4.487
N -1.637 2.265 -2.411
C -2.859 3.067 -2.576
C -2.670 4.488 -2.070
N -2.606 4.529 -0.601
H -0.947 2.547 -3.101
H -1.827 1.284 -2.591
H -3.655 2.588 -1.999
H -3.203 3.103 -3.615
H -3.468 5.118 -2.476
H -1.728 4.881 -2.462
H -3.513 4.277 -0.220
H -2.439 5.475 -0.274
C -2.687 -0.121 5.250
Ge -3.131 1.732 4.838
C -4.737 1.755 3.719
C -3.460 2.767 6.456
Ge -1.310 2.757 3.584
C -1.723 4.649 3.244
C -2.961 4.982 2.684
C -3.314 6.305 2.456
C -2.422 7.322 2.774
C -1.188 7.009 3.327
C -0.840 5.684 3.561
C 0.402 2.682 4.519
C 1.579 3.117 3.906
C 2.804 3.018 4.551
C 2.871 2.478 5.829
C 1.712 2.036 6.452
C 0.490 2.132 5.798
H -3.551 -0.607 5.705
H -1.845 -0.189 5.938
H -2.419 -0.653 4.337
H -5.495 1.108 4.164
H -4.515 1.384 2.717
H -5.150 2.761 3.642
H -4.332 2.352 6.965
H -3.659 3.809 6.206
H -2.607 2.727 7.133
H -3.669 4.196 2.438
H -4.286 6.546 2.043
H -2.694 8.356 2.603
H -0.496 7.800 3.588
H 0.120 5.460 4.010
H 1.553 3.539 2.905
H 3.705 3.360 4.058
H 3.824 2.401 6.337
H 1.759 1.614 7.448
H -0.401 1.771 6.299
*
```

Here are the Löwdin charges for atoms 1 to 99, given in e: 0.56 -0.02 -0.20 0.08 -0.19 0.22 -0.01 -0.80 -0.02 0.17 -0.21 0.06 -0.24 -0.06 -0.66 0.65 -0.55 -0.05 -0.03 -0.04 0.02 0.17 -0.22 0.05 -0.25 -0.06 -0.66 0.65 -0.54 -0.05 -0.03 -0.03 -0.48 0.92 -0.55 -0.06 -0.03 -0.03 0.09 0.09 0.10 0.13 0.12 0.09 0.09 0.06 0.06 0.09 0.08 0.08 0.08 0.09 0.09 0.09 0.08 0.13 0.09 0.08 0.08 0.07 0.09 0.08 0.09 0.08 0.09 0.08 0.09 0.08 0.07 0.08 0.09 0.09 0.09 0.08 0.08 0.08 0.09 -0.03 -0.27 -0.27 -0.06 0.07 0.04 0.12 0.11 0.11 0.12 0.07 0.07 -0.25 0.66 -0.25 -0.24 0.81 -0.39 -0.16 -0.10 -0.08 -0.07

2.
The following is a quantum chemistry calculation of a 22-piece molecular cluster, C44H66N22 overall, from the OMol25 dataset.

Calculated values
frontier orbital gap	11.6	eV
relative energy (zero: lowest compared OMol25 entry of this formula, charge and spin)	120.34	kJ/mol

ORCA input file:
```
! wB97M-V def2-TZVPD RIJCOSX def2/J DEFGRID3
* xyz 0 1
C 1.251 -2.036 -5.278
C 0.657 -2.993 -4.334
N 0.296 -3.718 -3.531
H 1.564 -1.116 -4.763
H 0.617 -1.820 -6.113
H 2.119 -2.560 -5.725
C -0.024 -7.053 2.260
C 0.025 -5.888 1.405
N -0.099 -4.917 0.839
H -0.898 -6.933 2.927
H 0.837 -7.098 2.911
H -0.223 -7.965 1.747
C 0.123 4.259 0.121
C -0.037 5.197 -0.916
N -0.205 5.909 -1.809
H -0.861 3.766 0.253
H 0.489 4.765 1.046
H 0.862 3.504 -0.162
C -2.526 -2.556 3.271
C -3.594 -1.824 3.888
N -4.331 -1.110 4.427
H -3.023 -3.460 2.808
H -1.957 -2.788 4.178
H -1.862 -2.036 2.600
C 2.386 -4.658 -1.601
C 3.107 -4.558 -2.834
N 3.706 -4.420 -3.816
H 2.354 -3.641 -1.168
H 2.891 -5.369 -0.895
H 1.342 -4.994 -1.743
C 6.471 -5.945 -2.931
C 5.819 -5.680 -1.714
N 5.266 -5.430 -0.743
H 6.201 -5.160 -3.618
H 6.239 -6.883 -3.375
H 7.529 -5.841 -2.763
C -7.268 -0.766 2.681
C -6.540 0.530 2.493
N -6.010 1.540 2.310
H -8.335 -0.556 2.911
H -6.822 -1.429 3.436
H -7.190 -1.322 1.709
C 3.579 6.822 -0.658
C 2.950 6.551 0.596
N 2.508 6.452 1.663
H 4.633 6.983 -0.418
H 3.248 7.800 -1.037
H 3.431 6.186 -1.523
C -1.750 6.436 -4.346
C -0.406 6.419 -4.843
N 0.651 6.387 -5.325
H -2.063 7.449 -4.036
H -1.930 5.780 -3.422
H -2.378 6.226 -5.173
C -4.831 -2.599 7.206
C -3.404 -3.016 6.904
N -2.345 -3.251 6.570
H -5.529 -3.447 7.227
H -5.121 -1.904 6.444
H -4.883 -1.973 8.139
C -2.913 2.540 2.109
C -2.827 3.930 2.561
N -2.793 5.060 2.876
H -3.342 1.960 2.908
H -1.955 2.123 1.860
H -3.554 2.502 1.264
C 0.154 -0.786 5.136
C 0.427 -1.252 3.764
N 0.790 -1.671 2.787
H 1.096 -0.907 5.649
H -0.597 -1.393 5.616
H -0.216 0.256 5.048
C -4.547 1.253 -1.065
C -5.526 0.201 -0.786
N -6.316 -0.642 -0.747
H -4.857 2.110 -0.501
H -4.659 1.515 -2.141
H -3.530 0.943 -0.833
C -3.274 6.773 0.056
C -3.161 5.371 -0.230
N -2.976 4.289 -0.566
H -4.335 7.130 -0.059
H -2.618 7.362 -0.571
H -3.069 6.834 1.138
C 6.483 -1.769 1.695
C 6.097 -2.214 0.377
N 5.858 -2.434 -0.727
H 6.682 -0.674 1.644
H 7.361 -2.249 2.052
H 5.673 -2.105 2.355
C 2.525 0.729 0.780
C 3.572 1.546 1.412
N 4.478 2.132 1.781
H 2.318 0.942 -0.253
H 1.596 1.027 1.333
H 2.703 -0.351 0.905
C 4.640 1.155 -1.803
C 4.114 2.464 -1.660
N 3.760 3.564 -1.636
H 5.741 1.276 -1.884
H 4.148 0.599 -2.547
H 4.566 0.736 -0.796
C -0.234 -1.944 -0.913
C -1.060 -0.842 -0.427
N -1.649 0.052 0.000
H 0.792 -1.581 -1.083
H -0.614 -2.430 -1.800
H -0.074 -2.577 -0.065
C -0.031 -7.486 -3.273
C -0.200 -7.767 -1.788
N -0.337 -8.095 -0.718
H 0.402 -8.401 -3.721
H 0.611 -6.643 -3.587
H -1.039 -7.444 -3.687
C 1.492 3.379 -4.018
C 1.305 2.356 -3.082
N 1.111 1.389 -2.478
H 1.944 4.221 -3.567
H 0.500 3.685 -4.427
H 2.187 2.958 -4.726
C -2.786 -1.016 -3.353
C -2.903 -1.258 -4.790
N -2.995 -1.372 -5.935
H -2.971 -1.921 -2.801
H -3.420 -0.202 -2.933
H -1.739 -0.840 -3.120
C 1.281 4.758 4.110
C 1.157 3.439 3.501
N 1.272 2.307 3.219
H 0.250 5.125 4.339
H 1.673 5.506 3.426
H 1.647 4.519 5.043
*
```

Here are the Löwdin charges for atoms 1 to 99, given in e: -0.04 -0.24 0.16 0.08 0.07 0.09 -0.08 -0.29 0.17 0.09 0.08 0.04 -0.07 -0.29 0.18 0.06 0.07 0.07 -0.06 -0.27 0.15 0.11 0.04 0.05 -0.12 -0.32 0.15 0.08 0.07 0.04 -0.08 -0.31 0.15 0.07 0.08 0.08 -0.08 -0.27 0.14 0.08 0.05 0.07 -0.08 -0.25 0.16 0.09 0.09 0.05 -0.11 -0.32 0.13 0.09 0.08 0.06 -0.06 -0.25 0.13 0.08 0.01 0.10 -0.09 -0.25 0.13 0.06 0.05 0.01 -0.04 -0.30 0.16 0.08 0.04 0.09 -0.10 -0.28 0.13 0.04 0.10 0.02 -0.06 -0.29 0.17 0.11 0.07 0.06 -0.07 -0.29 0.13 0.10 0.07 0.09 -0.10 -0.33 0.14 0.02 0.04 0.08 -0.06 -0.30 0.18

3.
The following is a quantum chemistry calculation of a 6-piece molecular cluster, C44H66N9O5 overall, from the OMol25 dataset.

Calculated values
frontier orbital gap	4.1	eV
relative energy (zero: lowest compared OMol25 entry of this formula, charge and spin)	0.00	kJ/mol

ORCA input file:
```
! wB97M-V def2-TZVPD RIJCOSX def2/J DEFGRID3
* xyz 7 1
N 2.482 -0.177 -0.496
O 3.503 -0.243 -1.160
O 2.490 -0.042 0.725
O 1.428 -0.125 -1.149
C -1.511 4.034 3.310
C -2.923 3.751 2.719
C -3.933 4.940 3.089
O -5.227 4.693 2.475
C -6.204 5.652 2.937
N -2.763 3.705 1.168
H -2.253 2.941 0.749
H -3.703 3.720 0.799
H -2.293 4.524 0.811
H -1.551 4.054 4.399
H -1.211 5.050 3.055
H -0.780 3.333 2.907
H -3.268 2.802 3.130
H -3.614 5.927 2.753
H -4.046 4.951 4.173
H -7.201 5.368 2.600
H -6.048 6.603 2.429
H -6.233 5.755 4.021
C 8.128 3.039 2.628
C 7.887 1.837 3.485
C 6.818 2.125 4.646
O 6.566 1.055 5.502
C 7.608 0.740 6.399
N 7.336 0.703 2.599
H 6.387 0.862 2.292
H 7.949 0.567 1.808
H 7.448 -0.137 3.149
H 8.630 3.877 3.113
H 7.184 3.374 2.198
H 8.740 2.874 1.741
H 8.834 1.542 3.936
H 5.850 2.408 4.233
H 7.352 2.912 5.179
H 7.207 0.077 7.165
H 8.170 1.555 6.856
H 8.341 0.140 5.860
C -5.319 4.663 -8.464
N -3.961 4.348 -8.072
C -2.981 5.039 -8.747
C -1.613 4.709 -8.597
C -1.249 3.875 -7.579
C -2.281 3.436 -6.676
C -3.675 3.600 -7.003
C 0.216 3.526 -7.382
C 0.614 2.277 -6.972
C 1.967 2.007 -6.626
N 2.932 2.936 -6.812
C 2.548 4.120 -7.238
C 1.226 4.438 -7.545
C 4.355 2.604 -6.412
H -5.984 4.471 -7.621
H -5.536 4.170 -9.412
H -5.494 5.728 -8.614
H -3.328 5.791 -9.440
H -0.898 5.136 -9.285
H -2.054 2.743 -5.879
H -4.540 3.095 -6.600
H -0.037 1.459 -6.698
H 2.226 1.100 -6.099
H 3.344 4.844 -7.327
H 0.967 5.477 -7.687
H 5.028 2.698 -7.264
H 4.399 1.608 -5.971
H 4.573 3.268 -5.576
C -6.763 -6.462 -5.948
N -5.328 -6.665 -5.776
C -4.793 -6.536 -4.541
C -3.382 -6.659 -4.323
C -2.513 -6.945 -5.370
C -3.071 -7.183 -6.639
C -4.476 -6.995 -6.806
C -1.002 -6.961 -5.232
C -0.363 -5.912 -4.443
C 1.047 -5.887 -4.393
N 1.794 -6.760 -5.136
C 1.207 -7.784 -5.763
C -0.185 -7.901 -5.819
C 3.215 -6.656 -5.265
H -7.000 -6.404 -7.010
H -7.050 -5.494 -5.535
H -7.305 -7.294 -5.499
H -5.372 -5.973 -3.824
H -2.923 -6.322 -3.404
H -2.489 -7.593 -7.451
H -4.941 -7.255 -7.745
H -0.973 -5.107 -4.059
H 1.477 -5.010 -3.933
H 1.922 -8.432 -6.247
H -0.585 -8.741 -6.366
H 3.295 -5.572 -5.190
H 3.465 -6.894 -6.299
H 3.740 -7.259 -4.525
C 1.344 3.444 10.152
N 0.717 2.195 9.617
C 1.528 1.251 9.037
C 0.982 0.087 8.474
C -0.392 -0.107 8.670
C -1.199 0.878 9.316
C -0.618 2.072 9.778
C -1.003 -1.455 8.322
C -0.730 -2.034 7.013
C -1.135 -3.360 6.778
N -1.938 -4.001 7.717
C -2.339 -3.418 8.852
C -1.855 -2.180 9.197
C -2.390 -5.411 7.406
H 0.994 3.371 11.182
H 0.817 4.285 9.702
H 2.409 3.441 9.920
H 2.585 1.469 9.009
H 1.610 -0.632 7.969
H -2.210 0.544 9.497
H -1.092 2.811 10.405
H -0.187 -1.453 6.282
H -0.767 -3.929 5.936
H -3.033 -4.005 9.436
H -2.116 -1.805 10.176
H -1.679 -6.210 7.619
H -2.749 -5.459 6.378
H -3.221 -5.667 8.063
*
```

Here are the Löwdin charges for atoms 1 to 99, given in e: -0.70 -0.08 -0.09 -0.13 -0.04 -0.23 -0.15 -0.21 -0.06 0.24 0.17 0.15 0.17 0.09 0.09 0.09 0.15 0.14 0.13 0.10 0.10 0.10 -0.05 -0.28 -0.17 -0.19 -0.08 0.25 0.17 0.17 0.16 0.11 0.09 0.10 0.15 0.14 0.13 0.10 0.11 0.09 0.03 -0.10 0.08 0.06 -0.11 0.08 0.04 -0.13 0.05 0.05 -0.06 0.02 0.06 0.08 0.11 0.13 0.12 0.16 0.15 0.12 0.15 0.13 0.15 0.17 0.15 0.12 0.11 0.12 0.04 -0.08 0.05 0.06 -0.13 0.07 0.07 -0.10 0.07 0.04 -0.11 0.05 0.06 0.04 0.12 0.12 0.13 0.15 0.13 0.14 0.15 0.12 0.15 0.16 0.14 0.11 0.12 0.14 0.07 -0.09 0.05

no.,E_tot (eV)
1,-205487.5428
2,-79473.5121
3,-70267.6008